No. 1
ORCA calculation (ωB97M-V with the def2-TZVPD basis set) on C25H20Co2NO6 as an isolated structure in a non-equilibrium geometry.

CARTESIAN COORDINATES (ANGSTROEM)
C: -2.34999 2.91885 1.14891
C: -0.95978 3.04739 1.18811
C: -0.14338 1.92621 1.27896
C: -0.74234 0.67498 1.31619
C: 0.10152 -0.57110 1.41627
C: -0.27933 -1.50719 2.54565
C: -0.16520 -2.97267 2.10824
C: -0.29806 -3.01119 0.57614
N: -0.28120 -1.50041 0.08902
C: -2.14102 0.51773 1.35962
C: -2.93900 1.64760 1.22694
H: -2.98282 3.81038 1.07336
H: -0.50601 4.02754 1.14792
H: 0.93931 2.00183 1.29439
H: 1.18920 -0.43660 1.31128
H: 0.30963 -1.29752 3.43032
H: -1.28873 -1.37753 2.95055
H: 0.79716 -3.45041 2.34048
H: -0.91455 -3.63429 2.57502
H: 0.50572 -3.51155 0.03249
H: -1.31090 -3.37964 0.30967
H: -1.28289 -1.27038 -0.06570
H: -2.60171 -0.47396 1.48219
H: -4.01801 1.52435 1.19312
O: 4.74439 -4.58592 -2.79290
C: 4.63575 -3.44792 -2.57263
Co: 4.38059 -1.74141 -2.25554
C: 5.11454 -1.44808 -0.66535
O: 5.67138 -1.34429 0.34117
C: 5.53287 -0.97907 -3.41712
O: 6.36098 -0.62009 -4.12122
C: 2.35209 -1.70460 -2.79979
C: 2.03644 -2.40280 -4.09907
C: 2.89667 -2.23001 -5.18931
C: 2.68889 -2.89392 -6.40153
C: 1.56878 -3.72490 -6.55127
C: 0.66095 -3.83791 -5.48423
C: 0.87165 -3.16036 -4.27712
C: 1.59463 -1.23647 -1.69517
C: 0.15647 -1.40543 -1.18658
Co: 2.61794 0.07642 -2.45476
C: 3.66523 0.65898 -3.83926
O: 4.17684 1.20169 -4.71250
C: 3.50312 0.69100 -1.05874
O: 3.97655 1.32939 -0.20182
C: 1.37916 1.33480 -2.60992
O: 0.65121 2.25418 -2.66090
H: 3.73118 -1.54637 -5.10448
H: 3.41326 -2.78923 -7.22205
H: 1.38046 -4.27132 -7.50442
H: -0.22661 -4.47376 -5.59583
H: 0.12896 -3.18987 -3.49379
H: -0.44386 -0.52460 -1.66698
H: -0.08307 -2.47013 -1.56458

Calculated values
Orbital gap, eV: 3.720
Net charge: -1

***

No. 2
ORCA calculation (ωB97M-V with the def2-TZVPD basis set) on C25H20HgN3O2S3Sb as an isolated structure.

CARTESIAN COORDINATES (ANGSTROEM)
Hg: -0.88253 0.12025 0.81295
S: 0.92132 -4.36176 1.66009
Sb: -0.28079 -2.68518 2.74646
S: -2.00521 -2.06507 1.06648
S: 1.01939 -0.62676 2.34645
N: -0.73126 1.52378 -2.38309
C: -2.11802 1.60102 -2.29595
C: -2.90545 0.97435 -3.26508
C: -4.28560 1.08262 -3.24604
C: -4.91172 1.83090 -2.26225
C: -4.13334 2.44779 -1.29380
C: -2.74952 2.34391 -1.28003
C: -1.98207 3.00059 -0.18506
C: -2.03131 4.39435 -0.10336
C: -1.42269 5.07004 0.94224
C: -0.77090 4.34130 1.92672
C: -0.70908 2.95734 1.83494
C: -1.29851 2.24611 0.77896
H: -0.42295 0.63869 -2.76285
H: -0.25136 1.66430 -1.50089
H: -2.41628 0.38546 -4.03325
H: -4.87183 0.56728 -3.99815
H: -5.99151 1.90782 -2.22991
H: -4.60752 3.01170 -0.49789
H: -2.55579 4.94837 -0.87560
H: -1.46221 6.15308 0.98575
H: -0.30141 4.84957 2.76315
H: -0.18714 2.39494 2.60505
O: -0.19682 -5.97176 -5.71896
C: -0.88261 -5.67404 -4.57604
O: -1.79220 -6.38164 -4.24738
C: -0.41225 -4.47813 -3.82676
C: 0.35507 -3.48316 -4.43330
C: 0.78911 -2.39600 -3.69400
C: 0.45537 -2.30252 -2.34208
C: -0.34202 -3.27140 -1.73051
C: -0.76598 -4.35224 -2.48015
N: 0.87778 -1.19492 -1.59344
C: 2.11359 -0.93050 -1.58738
C: 2.67601 0.24793 -0.88608
C: 4.04463 0.29608 -0.64283
C: 4.55444 1.38122 0.05135
C: 3.68581 2.37124 0.46487
C: 2.33628 2.24815 0.15585
N: 1.84003 1.21903 -0.51326
H: 0.56719 -5.38857 -5.77568
H: 0.58365 -3.50523 -5.49427
H: 1.34593 -1.59822 -4.16883
H: -0.61340 -3.16469 -0.68553
H: -1.37565 -5.11671 -2.01905
H: 2.85089 -1.60548 -2.03257
H: 4.68173 -0.51802 -0.96307
H: 5.61234 1.44225 0.27584
H: 4.03581 3.23090 1.02165
H: 1.61875 3.00034 0.46051

Calculated values
Orbital gap, eV: 4.612
Net charge: -2

***

No. 3
ORCA calculation (ωB97M-V with the def2-TZVPD basis set) on C25H20N7O5S2Ti as an isolated structure.

CARTESIAN COORDINATES (ANGSTROEM)
Ti: -0.13577 0.38663 0.65198
C: -0.63610 0.90522 -3.75016
C: -0.04603 0.74166 -2.38643
N: -0.68047 1.06518 -1.26427
N: -1.80030 1.84552 -1.38998
C: -2.10710 2.26727 -0.18968
O: -1.42195 1.94643 0.85109
C: -3.28343 3.15079 -0.00727
C: -3.59774 3.62503 1.26419
C: -4.69602 4.45039 1.44956
C: -5.49433 4.80986 0.37212
C: -5.18567 4.33720 -0.89829
C: -4.08842 3.51399 -1.08710
C: 1.25377 0.22034 -2.19469
C: 2.07999 -0.27945 -3.22786
C: 3.33175 -0.74492 -2.91770
C: 3.77042 -0.71877 -1.58836
C: 2.90391 -0.22543 -0.62795
N: 1.69245 0.23751 -0.90289
H: -1.56130 1.47259 -3.68995
H: 0.05099 1.41802 -4.42878
H: -0.85026 -0.07800 -4.18356
H: -2.96540 3.32846 2.08981
H: -4.93068 4.81342 2.44288
H: -6.35320 5.45328 0.51994
H: -5.80523 4.61214 -1.74387
H: -3.83408 3.13799 -2.06824
H: 1.71664 -0.30781 -4.24618
H: 3.97191 -1.13949 -3.69949
H: 4.74519 -1.08498 -1.30246
H: 3.17992 -0.19305 0.41849
S: -0.17475 -0.04121 3.13606
C: 0.85524 1.13185 3.88709
C: 0.85430 1.18673 5.31391
N: 0.84249 1.21083 6.46675
C: 1.65222 1.97745 3.16882
S: 1.71417 1.91330 1.43528
C: 2.49741 2.91637 3.82835
N: 3.19031 3.68624 4.33673
C: -2.89095 -2.16895 -3.80310
C: -1.86030 -2.76715 -2.90995
N: -1.25865 -2.13765 -1.93218
C: -0.43754 -3.05435 -1.33222
C: -0.52758 -4.26432 -1.99092
N: -1.45037 -4.05837 -2.98683
C: 0.07730 -5.60977 -1.87245
O: 0.91726 -5.80332 -0.89044
O: -0.25567 -6.48308 -2.66484
C: 0.40031 -2.72536 -0.13489
O: 1.11794 -3.64284 0.34076
O: 0.39806 -1.54482 0.25785
H: -2.96183 -1.10799 -3.57515
H: -3.86956 -2.62476 -3.63756
H: -2.63134 -2.29028 -4.85704
H: -1.72751 -4.78389 -3.62812
H: 1.03737 -4.91188 -0.32778
C: -2.00784 -0.61660 0.95369
H: -2.51388 -0.45969 -0.00385
H: -2.56441 -0.12953 1.75628
H: -1.92235 -1.68645 1.14527

Calculated values
Orbital gap (alpha / beta), eV: 4.926 / 6.054
Spin multiplicity: 2
Net charge: -2

***

No. 4
ORCA calculation (ωB97M-V with the def2-TZVPD basis set) on C25H21BF2IN4OSW as an isolated structure in a non-equilibrium geometry.

CARTESIAN COORDINATES (ANGSTROEM)
W: -0.62486 -0.86032 0.28077
C: 3.11628 -1.52922 2.66769
C: 1.82869 -1.65325 1.93693
N: 1.07953 -0.66173 1.59286
N: 1.44842 0.59615 1.98374
C: 0.60142 1.47001 1.51925
O: -0.44016 1.10229 0.82033
C: 0.88581 2.89793 1.72508
C: 2.09650 3.28783 2.29937
C: 2.39087 4.63195 2.43624
C: 1.48195 5.59192 2.00800
C: 0.27119 5.20632 1.45152
C: -0.02510 3.86119 1.30940
C: 1.24892 -2.95290 1.60608
C: 1.86022 -4.15036 1.92907
C: 1.15411 -5.33104 1.76731
C: -0.16088 -5.26330 1.34054
C: -0.68922 -4.03484 0.99300
N: 0.01485 -2.89944 1.05967
H: 3.34179 -0.48626 2.85569
H: 3.91860 -1.97204 2.07300
H: 3.06743 -2.06336 3.61837
H: 2.79755 2.53454 2.62786
H: 3.33342 4.93398 2.87221
H: 1.71942 6.64254 2.11047
H: -0.44049 5.95380 1.12768
H: -0.96310 3.54420 0.88491
H: 2.86644 -4.14689 2.32091
H: 1.61210 -6.28333 1.99707
H: -0.78015 -6.14576 1.27532
H: -1.71136 -3.95063 0.65981
F: 1.88796 -1.21166 -1.36712
B: 1.10659 -0.17680 -0.97433
F: 1.71077 0.98637 -1.07360
S: -2.42270 0.33415 -1.00338
C: -1.95044 1.79069 -1.89091
C: -1.51584 1.65362 -3.20625
C: -1.24311 2.78678 -3.95707
C: -1.42147 4.04915 -3.40781
C: -1.87819 4.18061 -2.10457
C: -2.14151 3.05236 -1.34246
H: -1.39888 0.66712 -3.63681
H: -0.89683 2.68147 -4.97677
H: -1.21792 4.93023 -4.00137
H: -2.04119 5.16340 -1.68172
H: -2.53873 3.14129 -0.34236
I: -2.32458 -0.94713 2.43028
C: -1.87144 -2.19642 -0.81856
C: -2.92865 -2.92538 -1.32943
C: -2.67249 -3.59502 -2.51643
C: -1.41718 -3.51341 -3.13553
C: -0.41732 -2.76159 -2.55533
N: -0.71075 -2.14716 -1.40564
H: -3.89378 -2.95014 -0.84378
H: -3.45507 -4.18136 -2.98029
H: -1.22296 -4.03387 -4.06196
H: 0.57548 -2.64729 -2.96694

Calculated values
Orbital gap (alpha / beta), eV: 5.776 / 5.353
Net charge: +1

***

Relative energy (zero: lowest compared OMol25 entry of this formula, charge and spin) values, unit kcal/mol, following the record order: 101.5 0.0 4.5 0.0.